Computed, not measured: a structure of composition C14H21CoNP in a non-equilibrium geometry, with ωB97M-V/def2-TZVPD.

Summary:
E_tot	-63259.8289	eV
LUMO energy (spin up / spin down)	0.1142 / 0.1081	Ha
spin multiplicity	4
highest occupied orbital energy (spin up / spin down)	0.29 / -4.05	eV
total charge	-1

Geometry (Å):
C: -1.331 -1.244 -3.201
Co: -0.079 -0.336 -1.912
N: 1.080 0.587 -3.312
H: -1.375 -0.682 -0.986
H: -1.543 0.044 -1.461
H: -2.318 -1.488 -2.827
H: -0.828 -2.180 -3.415
H: -1.491 -0.676 -4.112
H: 1.999 0.255 -3.059
H: 0.977 1.582 -3.172
H: 0.796 0.293 -4.236
C: 2.249 0.603 1.152
P: 0.867 0.192 0.001
C: 0.516 -1.432 0.802
C: 1.167 -2.551 0.227
C: 1.003 -3.806 0.819
C: 0.259 -3.944 2.005
C: -0.336 -2.820 2.584
C: -0.174 -1.544 2.006
C: -0.149 1.635 0.522
C: -1.461 1.512 0.943
C: -2.191 2.673 1.274
C: -1.604 3.934 1.171
C: -0.285 4.047 0.702
C: 0.443 2.908 0.362
H: 3.022 -0.171 1.176
H: 1.833 0.711 2.168
H: 2.770 1.527 0.894
H: 1.800 -2.442 -0.670
H: 1.492 -4.667 0.402
H: 0.129 -4.929 2.473
H: -0.896 -2.903 3.525
H: -0.584 -0.646 2.514
H: -1.937 0.507 1.006
H: -3.218 2.555 1.627
H: -2.197 4.824 1.441
H: 0.136 5.032 0.600
H: 1.461 3.038 -0.034

natural (NBO) analysis output, partial charges in e: number 1, C, carries -1.2273; number 2, Co, carries 0.5430; number 3, N, carries -1.1044; number 4, H, carries 0.0439; number 5, H, carries -0.0341; number 6, H, carries 0.1726; number 7, H, carries 0.1780; number 8, H, carries 0.1595; number 9, H, carries 0.3909; number 10, H, carries 0.3833; number 11, H, carries 0.3874; number 12, C, carries -0.9479; number 13, P, carries 0.7404; number 14, C, carries -0.3953; number 15, C, carries -0.2653; number 16, C, carries -0.2687; number 17, C, carries -0.3838; number 18, C, carries -0.1948; number 19, C, carries -0.3731; number 20, C, carries -0.2124; number 21, C, carries -0.2615; number 22, C, carries -0.2120; number 23, C, carries -0.2492; number 24, C, carries -0.2267; number 25, C, carries -0.2628; number 26, H, carries 0.2245; number 27, H, carries 0.2188; number 28, H, carries 0.1929; number 29, H, carries 0.1958; number 30, H, carries 0.1849; number 31, H, carries 0.1819; number 32, H, carries 0.1846; number 33, H, carries 0.1912; number 34, H, carries 0.2367; number 35, H, carries 0.2025; number 36, H, carries 0.2004; number 37, H, carries 0.1982; number 38, H, carries 0.2078

***

Computed, not measured: a cluster of 9 separate species, C35H62BBrClF3N3O17PS3 in total in a non-equilibrium geometry, with ωB97M-V/def2-TZVPD.

Summary:
E_tot	-209766.3303	eV
SMILES	CCC(=O)OCCc1c(CCCCS(=O)(=O)Cl)c2c(c(N=C=S)c1B(N)O)N(CCCC(=O)O)c1c(c(P(O)O)cc(Br)c1C(F)(F)F)S2.CO.CO.CO.CO.CO.CO.CO.CO
LUMO energy	-0.0125	Ha
highest occupied orbital energy	-8.68	eV

Geometry (Å):
C: 5.666 -4.753 1.167
C: 6.482 -3.726 1.985
C: 6.289 -2.297 1.483
O: 6.232 -2.072 0.299
O: 6.244 -1.333 2.459
C: 5.455 -0.180 2.113
C: 4.531 0.188 3.328
C: 3.100 -0.211 3.035
C: 2.201 0.728 2.520
C: 2.613 2.170 2.249
C: 3.305 2.258 0.850
C: 2.473 1.656 -0.281
C: 3.214 1.683 -1.637
S: 3.751 0.034 -2.134
O: 3.724 -0.872 -1.032
O: 2.981 -0.392 -3.256
Cl: 5.709 0.182 -2.768
C: 0.907 0.347 2.238
C: 0.438 -0.942 2.400
C: 1.329 -1.852 2.911
N: 0.811 -3.213 3.119
C: 0.435 -3.325 4.271
S: 0.190 -3.831 5.747
C: 2.629 -1.514 3.232
B: 3.563 -2.662 3.818
N: 4.560 -2.488 4.883
O: 3.415 -3.949 3.302
N: -0.911 -1.326 2.095
C: -1.740 -0.807 3.227
C: -3.245 -0.702 2.982
C: -4.022 -2.033 2.876
C: -3.704 -3.038 3.968
O: -4.488 -3.227 4.881
O: -2.554 -3.758 3.916
C: -1.305 -0.842 0.810
C: -1.115 0.471 0.427
C: -1.482 0.988 -0.792
P: -1.183 2.717 -1.323
O: -2.278 3.048 -2.515
O: -1.461 3.739 -0.062
C: -2.083 0.138 -1.703
C: -2.265 -1.168 -1.364
Br: -3.053 -2.239 -2.753
C: -1.889 -1.691 -0.131
C: -2.116 -3.180 0.088
F: -3.401 -3.548 -0.091
F: -1.401 -3.871 -0.829
F: -1.741 -3.639 1.274
S: -0.285 1.531 1.608
H: 5.339 -5.529 1.866
H: 4.748 -4.288 0.801
H: 6.238 -5.226 0.370
H: 6.254 -3.836 3.047
H: 7.545 -3.945 1.823
H: 6.147 0.645 1.913
H: 4.810 -0.339 1.246
H: 4.909 -0.240 4.249
H: 4.624 1.270 3.429
H: 1.773 2.867 2.265
H: 3.350 2.533 2.968
H: 3.460 3.320 0.615
H: 4.293 1.792 0.921
H: 1.558 2.234 -0.436
H: 2.164 0.621 -0.112
H: 2.546 2.053 -2.418
H: 4.101 2.325 -1.635
H: 5.481 -2.346 4.475
H: 4.341 -1.710 5.496
H: 3.266 -4.491 4.090
H: -1.395 0.166 3.601
H: -1.581 -1.495 4.067
H: -3.660 -0.185 3.857
H: -3.515 -0.075 2.125
H: -3.939 -2.533 1.909
H: -5.080 -1.796 2.999
H: -2.357 -4.008 4.831
H: -2.979 3.582 -2.087
H: -1.102 4.599 -0.333
H: -2.359 0.530 -2.675
C: -2.930 3.851 -6.018
O: -4.131 3.344 -5.439
H: -3.162 4.269 -6.995
H: -2.512 4.633 -5.381
H: -2.209 3.040 -6.134
H: -3.898 2.981 -4.577
C: -2.366 6.763 1.102
O: -1.866 6.981 -0.219
H: -2.597 5.705 1.202
H: -1.611 7.038 1.841
H: -3.275 7.346 1.268
H: -1.662 7.915 -0.305
C: -7.147 0.744 -5.653
O: -6.132 1.179 -6.548
H: -7.730 -0.029 -6.149
H: -6.703 0.328 -4.744
H: -7.807 1.576 -5.392
H: -5.622 1.863 -6.101
C: -5.371 5.658 -2.987
O: -4.793 4.815 -1.985
H: -5.386 5.111 -3.927
H: -6.391 5.925 -2.708
H: -4.769 6.562 -3.105
H: -4.785 5.311 -1.162
C: 5.772 -6.147 6.370
O: 5.489 -5.723 5.043
H: 6.284 -7.106 6.319
H: 6.419 -5.422 6.872
H: 4.846 -6.266 6.939
H: 5.031 -4.877 5.086
C: -2.797 0.590 -7.964
O: -3.117 1.853 -8.550
H: -2.119 0.068 -8.633
H: -2.310 0.729 -6.995
H: -3.707 0.000 -7.837
H: -3.720 2.300 -7.949
C: -3.947 -0.401 -11.942
O: -3.434 -0.527 -10.622
H: -3.754 -1.331 -12.473
H: -5.025 -0.222 -11.916
H: -3.452 0.420 -12.467
H: -3.613 0.304 -10.166
C: 1.227 -0.639 7.743
O: 2.380 -0.967 6.976
H: 1.511 0.060 8.525
H: 0.475 -0.171 7.101
H: 0.814 -1.541 8.201
H: 2.095 -1.585 6.294

Mulliken atomic charge list, values in e, 99 entries: number 1, C, carries -1.2359; number 2, C, carries 0.2668; number 3, C, carries 0.5034; number 4, O, carries -0.5219; number 5, O, carries -0.4285; number 6, C, carries -0.4734; number 7, C, carries -1.0737; number 8, C, carries 0.5406; number 9, C, carries 0.3556; number 10, C, carries -2.4040; number 11, C, carries -0.6316; number 12, C, carries 1.2527; number 13, C, carries -1.0995; number 14, S, carries 1.1745; number 15, O, carries -0.4194; number 16, O, carries -0.6043; number 17, Cl, carries -0.2532; number 18, C, carries 0.4854; number 19, C, carries -0.8384; number 20, C, carries -0.6176; number 21, N, carries -0.2433; number 22, C, carries 0.1428; number 23, S, carries -0.2866; number 24, C, carries 0.8727; number 25, B, carries 0.4415; number 26, N, carries -0.3211; number 27, O, carries -0.8936; number 28, N, carries 1.4610; number 29, C, carries -0.5942; number 30, C, carries -0.8806; number 31, C, carries 0.0068; number 32, C, carries 0.2577; number 33, O, carries -0.6285; number 34, O, carries -0.2969; number 35, C, carries -1.2323; number 36, C, carries 0.3569; number 37, C, carries 0.8872; number 38, P, carries -0.2197; number 39, O, carries -0.0243; number 40, O, carries -0.3737; number 41, C, carries -0.6501; number 42, C, carries -0.3279; number 43, Br, carries -0.1809; number 44, C, carries 0.9401; number 45, C, carries -0.0382; number 46, F, carries -0.2465; number 47, F, carries -0.2778; number 48, F, carries -0.0844; number 49, S, carries -0.4213; number 50, H, carries 0.2694; number 51, H, carries 0.2712; number 52, H, carries 0.3780; number 53, H, carries -0.0625; number 54, H, carries 0.4584; number 55, H, carries 0.4382; number 56, H, carries 0.0747; number 57, H, carries 0.7268; number 58, H, carries 0.2578; number 59, H, carries 0.5945; number 60, H, carries 0.5675; number 61, H, carries 0.5911; number 62, H, carries 0.3010; number 63, H, carries -0.6856; number 64, H, carries 0.1145; number 65, H, carries 0.4587; number 66, H, carries 0.4958; number 67, H, carries 0.2853; number 68, H, carries 0.2652; number 69, H, carries 0.2213; number 70, H, carries 0.2691; number 71, H, carries 0.3757; number 72, H, carries 0.5491; number 73, H, carries 0.2477; number 74, H, carries -0.0846; number 75, H, carries 0.4939; number 76, H, carries 0.2200; number 77, H, carries 0.2288; number 78, H, carries 0.2779; number 79, H, carries 0.6319; number 80, C, carries -0.8132; number 81, O, carries -0.4066; number 82, H, carries 0.3695; number 83, H, carries 0.2732; number 84, H, carries 0.3022; number 85, H, carries 0.2836; number 86, C, carries -0.5616; number 87, O, carries -0.5028; number 88, H, carries 0.1871; number 89, H, carries 0.3149; number 90, H, carries 0.2974; number 91, H, carries 0.2769; number 92, C, carries -0.5622; number 93, O, carries -0.4479; number 94, H, carries 0.2253; number 95, H, carries 0.2192; number 96, H, carries 0.2574; number 97, H, carries 0.3263; number 98, C, carries -0.5096; number 99, O, carries -0.4392